Formula: C14H14Br42
Source: the Open Molecules 2025 dataset
Level of theory: wB97M-V/def2-TZVPD

E_LUMO   -0.56 eV
Frontier orbital gap   9.3762 eV
Energy above the lowest of the compared OMol25 structures with the same formula, charge and spin   14.5 kJ/mol
Spin multiplicity   1

Positions of all 70 atoms, in Å:
1 C -1.162 0.170 5.779
2 Br -2.605 -0.811 6.734
3 Br -2.110 1.480 4.656
4 Br 0.034 -1.030 4.962
5 H -0.646 0.740 6.507
6 C 0.677 -2.592 -5.959
7 Br 0.370 -4.494 -5.583
8 Br -0.902 -1.590 -6.015
9 Br 1.712 -2.262 -7.578
10 H 1.217 -2.279 -5.066
11 C -0.434 -3.793 -1.795
12 Br 1.090 -2.739 -2.411
13 Br -0.080 -5.686 -2.289
14 Br -2.138 -3.341 -2.292
15 H -0.477 -3.751 -0.673
16 C -0.408 -0.331 1.224
17 Br 1.230 -1.404 1.302
18 Br -1.676 -0.840 -0.131
19 Br 0.093 1.512 0.857
20 H -0.814 -0.309 2.214
21 C 4.193 -1.559 3.267
22 Br 4.962 -0.943 1.611
23 Br 5.515 -1.620 4.660
24 Br 3.578 -3.423 3.129
25 H 3.415 -0.893 3.620
26 C -5.564 -1.060 0.339
27 Br -5.507 -2.740 1.282
28 Br -7.218 -0.190 0.388
29 Br -5.009 -1.334 -1.484
30 H -4.850 -0.453 0.877
31 C 2.516 0.651 -2.272
32 Br 4.220 -0.259 -2.315
33 Br 1.646 0.617 -3.986
34 Br 2.799 2.436 -1.667
35 H 1.776 0.185 -1.589
36 C 4.731 -5.474 -1.895
37 Br 3.672 -5.014 -0.437
38 Br 6.636 -5.014 -1.619
39 Br 4.192 -4.585 -3.604
40 H 4.478 -6.489 -2.052
41 C -0.535 4.346 -3.446
42 Br -2.010 5.367 -4.273
43 Br -1.111 3.663 -1.727
44 Br 0.970 5.565 -3.362
45 H -0.413 3.435 -3.984
46 C -0.699 -4.434 2.755
47 Br 0.426 -5.403 1.478
48 Br -0.801 -5.248 4.464
49 Br -2.369 -4.146 1.770
50 H -0.270 -3.538 2.885
51 C 1.714 5.321 0.068
52 Br 3.531 5.422 -0.592
53 Br 0.971 7.164 0.253
54 Br 1.573 4.296 1.708
55 H 1.085 4.881 -0.706
56 C -4.259 4.207 1.366
57 Br -3.658 2.461 0.927
58 Br -4.559 5.116 -0.273
59 Br -2.975 5.128 2.401
60 H -5.218 4.250 1.824
61 C -4.808 1.343 -4.051
62 Br -4.638 2.363 -5.686
63 Br -5.220 2.420 -2.558
64 Br -3.071 0.373 -3.965
65 H -5.639 0.646 -4.103
66 C 3.843 3.220 5.184
67 Br 1.890 3.062 5.572
68 Br 4.302 2.307 3.576
69 Br 4.877 2.658 6.668
70 H 3.916 4.262 5.133

***

Formula: C14H14BrClNO4Pd
Source: the Open Molecules 2025 dataset
Level of theory: wB97M-V/def2-TZVPD

E_LUMO   -3.62 eV
Frontier orbital gap   7.4843 eV
Total charge   +1
Energy above the lowest of the compared OMol25 structures with the same formula, charge and spin   42.0 kJ/mol
Spin multiplicity   1

Positions of all 36 atoms, in Å:
1 Pd 0.287 0.044 -0.384
2 O 5.855 -0.150 2.141
3 C 4.703 -0.123 1.471
4 C 4.616 -0.011 0.084
5 C 3.373 0.012 -0.502
6 N 2.240 -0.079 0.206
7 C 2.344 -0.179 1.540
8 Br 0.691 -0.259 2.431
9 C 3.530 -0.208 2.224
10 H 6.615 -0.082 1.548
11 H 5.503 0.062 -0.531
12 H 3.261 0.106 -1.573
13 H 3.569 -0.287 3.300
14 Cl -5.474 4.371 -0.039
15 C -4.284 3.131 -0.237
16 C -4.693 1.796 -0.396
17 C -3.776 0.791 -0.567
18 C -2.396 1.066 -0.584
19 O -1.581 0.063 -0.802
20 C -1.991 2.410 -0.408
21 C -0.627 2.795 -0.414
22 O 0.372 2.058 -0.521
23 C -2.955 3.433 -0.239
24 H -5.750 1.566 -0.379
25 H -4.092 -0.235 -0.694
26 H -0.418 3.867 -0.334
27 H -2.629 4.458 -0.117
28 C -0.839 -4.269 -0.622
29 C -1.017 -2.771 -0.603
30 O 0.288 -2.115 -0.608
31 H -1.817 -4.749 -0.628
32 H -0.290 -4.614 0.254
33 H -0.309 -4.595 -1.519
34 H -1.500 -2.430 0.309
35 H -1.598 -2.413 -1.450
36 H 0.790 -2.461 -1.356

***

Formula: C14H14ClNNiO2
Source: the Open Molecules 2025 dataset
Level of theory: wB97M-V/def2-TZVPD

E_LUMO (alpha / beta)   5.52 / 5.50 eV
Frontier orbital gap (alpha / beta)   4.0837 / 4.0691 eV
Total charge   -2
Energy above the lowest of the compared OMol25 structures with the same formula, charge and spin   172.1 kJ/mol
Expectation value of S²   2.01
Spin multiplicity   3

Positions of all 33 atoms, in Å:
1 C 1.934 -2.114 1.852
2 C 2.022 -2.200 0.432
3 C 0.705 -2.398 -0.075
4 H 2.934 -2.174 -0.148
5 C -0.200 -2.354 1.030
6 C 0.561 -2.188 2.227
7 H 0.173 -2.182 3.239
8 H 2.751 -2.023 2.561
9 H 0.429 -2.599 -1.095
10 H -1.254 -2.564 0.993
11 Ni 0.750 -0.653 0.953
12 Cl 2.091 0.937 0.612
13 C 1.181 1.882 -2.285
14 C -0.077 1.253 -2.629
15 C 0.241 0.017 -3.311
16 H -1.053 1.720 -2.632
17 C 1.642 -0.045 -3.476
18 C 2.223 1.106 -2.835
19 H 3.286 1.363 -2.837
20 H 1.274 2.808 -1.716
21 H -0.510 -0.679 -3.690
22 H 2.200 -0.782 -4.062
23 O -1.040 0.831 -0.803
24 C -1.383 1.017 0.376
25 C -2.524 1.880 0.865
26 C -2.691 1.460 2.312
27 C -1.561 0.448 2.565
28 O -1.396 -0.187 3.599
29 N -0.749 0.395 1.422
30 H -2.244 2.939 0.778
31 H -3.435 1.737 0.272
32 H -2.592 2.310 3.002
33 H -3.686 1.039 2.504

***

Among the records above, which one has the lowest energy above the lowest of the compared OMol25 structures with the same formula, charge and spin?
C14H14Br42

***

Which value of spin multiplicity does entry 2 give?
1

***

Among the records above, which one has the highest energy above the lowest of the compared OMol25 structures with the same formula, charge and spin?
C14H14ClNNiO2

***

Which formula does entry 2 have?
C14H14BrClNO4Pd